10
Properties=species:S:1:pos:R:3:forces:R:3:lowdin_charge:R:1 method="wB97M-V/def2-TZVPD" e_lumo_ev=0.4 homo_energy_ev=-8.781 relative_energy_ev=8.483 gap_ev=9.230
C -1.13413 0.09909 0.29800 -0.1 -0.1 0.0 -0.054
C 0.01188 0.95105 -0.14484 -0.1 0.6 0.1 -0.194
N 1.03655 1.18127 -1.17874 0.1 -0.2 0.0 0.028
N 1.60187 0.05094 -1.13828 -0.1 0.2 0.0 0.027
C 0.57731 -0.68240 -0.37492 0.1 -0.6 -0.2 -0.192
C -0.22266 -0.73526 0.88882 -0.1 0.0 0.1 -0.054
H -2.21428 0.22706 0.31089 0.2 0.0 0.0 0.105
H 0.34427 1.60792 0.66756 0.0 -0.1 -0.1 0.114
H 0.17090 -1.36905 -1.12720 0.0 0.1 0.1 0.114
H -0.17171 -1.33061 1.79870 0.0 0.1 -0.2 0.106

***

13
Properties=species:S:1:pos:R:3:forces:R:3:lowdin_charge:R:1 method="wB97M-V/def2-TZVPD" e_lumo_ev=0.9 homo_energy_ev=-9.781 relative_energy_ev=2.822 gap_ev=10.639 smiles="C=CO.CO"
C 0.93582 1.17197 -1.41223 -1.3 -1.7 -0.2 0.014
C -0.11872 0.40446 -1.80822 1.3 -1.9 0.1 -0.164
O -0.48872 -1.00125 -1.34532 1.4 2.2 -1.4 -0.134
H 1.11898 2.06412 -2.00850 -0.2 0.0 0.3 0.050
H 1.66315 0.92533 -0.61532 -0.8 0.0 -0.6 0.070
H -0.70479 0.67170 -2.69978 0.1 0.0 0.7 0.093
H -0.00360 -1.66500 -1.91927 -0.7 1.5 0.9 0.110
C -0.40562 -0.15149 2.23890 2.7 -1.4 -0.7 -0.104
O -0.03461 -1.38829 1.43293 -2.3 2.0 0.5 -0.179
H 0.25034 0.68449 1.92821 -0.5 -0.3 -0.3 0.060
H 0.01460 -0.43360 3.20952 -0.9 0.3 0.3 0.068
H -1.43861 0.18102 2.19675 -0.1 -0.5 0.1 0.071
H -0.78823 -1.46347 0.80233 1.2 -0.1 0.3 0.046